No. 1
{
  "formula": "C41H34Cl2N2O5Pb",
  "method": "wB97M-V/def2-TZVPD",
  "symbols": ["Pb", "O", "C", "C", "C", "C", "C", "C", "C", "C", "C", "O", "C", "C", "C", "C", "C", "C", "C", "C", "C", "C", "C", "C", "N", "C", "C", "C", "C", "C", "C", "C", "C", "C", "C", "C", "C", "H", "H", "H", "H", "H", "H", "H", "H", "H", "H", "H", "H", "H", "H", "H", "H", "H", "H", "H", "H", "H", "H", "H", "H", "H", "H", "H", "O", "N", "Cl", "C", "Cl", "H", "H", "O", "C", "O", "C", "C", "C", "C", "C", "C", "H", "H", "H", "H", "H"],
  "xyz": [[0.6939, 0.1083, 0.4551], [0.4375, -1.9444, -0.3790], [1.2635, -2.2301, -1.4290], [0.5887, -1.7464, -2.7567], [0.4019, -0.2714, -3.0147], [0.3104, 0.0697, -4.3680], [-0.0090, 1.3614, -4.7350], [-0.2280, 2.2940, -3.7351], [-0.1066, 1.9058, -2.4081], [-0.4247, 2.9187, -1.3389], [-1.8326, 2.6382, -0.7505], [-1.5548, 1.4586, 0.0411], [-2.8003, 2.3807, -1.8925], [-3.1931, 1.1078, -2.2719], [-4.0122, 0.9289, -3.3739], [-4.4495, 2.0251, -4.0985], [-4.0600, 3.3002, -3.7229], [-3.2385, 3.4810, -2.6259], [-2.3780, 3.7115, 0.1781], [-3.7068, 3.5881, 0.5823], [-4.2599, 4.5091, 1.4544], [-3.4869, 5.5509, 1.9419], [-2.1656, 5.6758, 1.5403], [-1.6087, 4.7586, 0.6629], [0.2179, 0.6484, -2.0584], [1.3476, -3.7553, -1.6069], [2.4130, -4.3354, -2.2879], [2.5266, -5.7131, -2.3251], [1.5567, -6.5185, -1.7369], [0.4798, -5.9418, -1.0831], [0.3596, -4.5640, -1.0490], [2.6519, -1.6343, -1.2048], [3.2743, -0.6793, -2.0049], [4.5464, -0.2258, -1.6903], [5.2255, -0.7323, -0.5941], [4.6199, -1.6936, 0.2006], [3.3424, -2.1293, -0.0933], [1.1330, -2.1855, -3.5938], [-0.4112, -2.1933, -2.7348], [0.4726, -0.6827, -5.1239], [-0.1018, 1.6314, -5.7749], [-0.4886, 3.3098, -3.9845], [0.3096, 2.8765, -0.5299], [-0.4194, 3.9161, -1.7735], [-2.8814, 0.2380, -1.7066], [-4.3031, -0.0682, -3.6635], [-5.0974, 1.8848, -4.9489], [-4.3953, 4.1595, -4.2827], [-2.9484, 4.4775, -2.3292], [-4.3094, 2.7795, 0.1974], [-5.2938, 4.4162, 1.7466], [-3.9153, 6.2731, 2.6190], [-1.5627, 6.4948, 1.9013], [-0.5839, 4.8874, 0.3528], [3.1789, -3.7206, -2.7345], [3.3801, -6.1613, -2.8114], [1.6297, -7.5932, -1.8143], [-0.2866, -6.5589, -0.6401], [-0.5009, -4.1030, -0.5892], [2.7847, -0.2876, -2.8845], [5.0173, 0.5114, -2.3232], [6.2213, -0.3846, -0.3685], [5.1520, -2.1342, 1.0294], [2.8809, -2.9030, 0.4971], [-1.8754, -0.4293, 0.8384], [-2.4386, 0.5263, 0.3828], [0.7542, -3.4033, 1.9741], [1.8173, -4.5546, 2.8306], [2.8614, -5.4092, 1.6819], [1.1975, -5.2789, 3.3613], [2.4400, -3.9780, 3.5176], [0.9303, -1.8686, 3.8542], [0.5927, -0.7007, 3.8664], [0.3356, 0.1203, 2.9885], [0.5389, -0.1103, 5.3332], [0.6668, 1.2594, 5.4519], [0.6649, 1.8093, 6.7257], [0.5698, 0.9926, 7.8379], [0.4163, -0.3742, 7.6908], [0.4094, -0.9453, 6.4240], [0.7413, 1.8863, 4.5790], [0.7368, 2.8818, 6.8235], [0.6257, 1.4232, 8.8287], [0.3149, -1.0188, 8.5497], [0.2973, -2.0104, 6.3058]],
  "forces_ev_per_a": [[0.362, -0.392, -0.333], [-0.623, 0.840, 0.551], [-0.184, -0.123, -0.184], [0.147, -0.618, 0.237], [-0.170, 0.371, -0.730], [-0.021, 0.002, 0.265], [-0.021, 0.040, 0.298], [0.168, -0.221, -0.069], [0.196, 0.248, -0.397], [-0.204, -0.414, 0.254], [-0.653, 1.124, -0.500], [1.449, -0.871, 0.416], [-0.060, -0.146, 0.091], [0.103, -0.110, 0.019], [-0.031, 0.082, -0.100], [-0.012, -0.145, -0.049], [0.056, 0.076, -0.014], [0.040, -0.174, 0.083], [0.024, -0.211, 0.098], [0.121, 0.151, 0.043], [0.038, -0.123, -0.025], [0.161, 0.071, -0.082], [-0.066, 0.076, 0.080], [-0.072, -0.093, -0.083], [-0.074, -0.274, 0.167], [0.345, 1.949, 0.087], [0.963, -1.521, -0.636], [1.001, 1.516, -0.611], [-0.206, -0.628, 0.165], [-0.918, 1.036, 0.384], [-1.146, -1.672, 0.528], [0.463, -0.174, 0.017], [-0.297, -0.197, -0.053], [0.165, 0.055, 0.046], [-0.060, 0.112, -0.065], [-0.006, -0.073, 0.074], [0.058, 0.062, -0.263], [-0.127, 0.171, -0.175], [0.060, -0.009, -0.100], [0.017, -0.106, -0.033], [0.021, 0.045, -0.113], [-0.057, 0.104, 0.051], [0.030, 0.197, -0.022], [0.018, -0.008, 0.076], [-0.029, 0.029, -0.262], [-0.102, -0.105, -0.025], [-0.068, -0.004, -0.104], [-0.065, 0.070, -0.050], [0.022, 0.144, 0.053], [-0.111, -0.083, -0.038], [-0.105, -0.020, 0.052], [-0.040, 0.070, 0.065], [0.029, 0.080, 0.056], [0.163, 0.001, -0.023], [0.066, 0.103, -0.051], [0.036, -0.061, -0.040], [0.023, -0.102, -0.004], [-0.025, -0.057, 0.044], [-0.002, 0.103, 0.047], [0.027, 0.003, -0.059], [0.033, 0.067, -0.035], [0.105, 0.010, 0.019], [0.073, 0.024, 0.132], [-0.022, -0.055, 0.155], [-0.055, 0.945, -0.361], [-0.900, -0.748, 0.580], [0.031, -0.709, -0.315], [-0.053, 0.064, 0.303], [-0.071, 0.050, 0.132], [0.145, 0.168, -0.173], [-0.149, -0.155, -0.164], [0.933, -2.316, 0.720], [-1.055, 3.715, 1.362], [-0.110, -0.467, -1.100], [0.205, -0.914, -0.788], [0.047, 0.251, 0.190], [0.018, 0.092, -0.427], [-0.002, -0.017, 0.296], [-0.025, -0.301, -0.148], [0.007, 0.084, 0.429], [0.043, 0.018, -0.075], [0.045, 0.070, 0.109], [-0.091, 0.012, 0.001], [0.007, 0.018, 0.141], [0.023, -0.099, -0.036]],
  "lowdin_charge": [1.6288, -0.4224, -0.5290, -0.0251, -0.2593, 0.0019, 0.0022, 0.0128, -0.2523, -0.0472, -0.3230, -0.1618, -0.1885, -0.0325, -0.0508, -0.0584, -0.0456, -0.0200, -0.1681, -0.0190, -0.0469, -0.0572, -0.0566, -0.0237, 0.0835, -0.0821, 0.0403, 0.0107, 0.0237, -0.0129, 0.0149, -0.2309, -0.0290, -0.0461, -0.0496, -0.0425, -0.0635, 0.1316, 0.1502, 0.1254, 0.1264, 0.1288, 0.1083, 0.1392, 0.1004, 0.1109, 0.1126, 0.1158, 0.1322, 0.1241, 0.1142, 0.1133, 0.1117, 0.1095, 0.1426, 0.1317, 0.1391, 0.1311, 0.1236, 0.1112, 0.1171, 0.1168, 0.1168, 0.0466, -0.0056, 0.0248, 0.7641, -0.8790, 0.5812, 0.0483, 0.0422, 0.0893, -0.5593, -0.1155, -0.1066, -0.0149, -0.0460, -0.0508, -0.0472, -0.0171, 0.1179, 0.1155, 0.1185, 0.1155, 0.1189],
  "total_charge": 2,
  "energy_ev": -86559.856,
  "orbital_gap_ha": [0.1951, 0.1435],
  "e_above_lowest_ev": 1.9288
}



No. 2
{
  "formula": "C41H34ClN2O2PTa",
  "method": "wB97M-V/def2-TZVPD",
  "symbols": ["Ta", "O", "C", "C", "C", "C", "C", "C", "C", "N", "C", "C", "N", "C", "C", "C", "C", "C", "C", "C", "O", "H", "H", "H", "H", "H", "H", "H", "H", "H", "H", "H", "H", "H", "H", "C", "C", "C", "C", "C", "C", "P", "C", "C", "C", "C", "C", "C", "C", "C", "C", "C", "C", "C", "H", "H", "H", "H", "H", "H", "H", "H", "H", "H", "H", "H", "H", "H", "Cl", "C", "C", "C", "C", "C", "C", "C", "H", "H", "H", "H", "H", "H"],
  "xyz": [[-2.0840, 1.2342, 0.2151], [-1.4749, 2.9428, 1.0415], [-2.0059, 4.1164, 1.3506], [-1.6017, 4.7919, 2.5064], [-2.1371, 6.0262, 2.8072], [-3.0703, 6.6401, 1.9635], [-3.4549, 5.9954, 0.8130], [-2.9459, 4.7252, 0.5004], [-3.3236, 4.0925, -0.7330], [-3.1008, 2.8630, -1.0407], [-3.4039, 2.4414, -2.4130], [-2.2390, 1.5514, -2.8084], [-2.1828, 0.5173, -1.7612], [-2.4598, -0.7095, -2.1485], [-2.6727, -1.8156, -1.2646], [-2.6222, -3.1349, -1.7600], [-2.7549, -4.2086, -0.9159], [-2.9727, -3.9932, 0.4550], [-3.0697, -2.7172, 0.9611], [-2.9197, -1.6193, 0.1065], [-3.0417, -0.3817, 0.5868], [-0.8693, 4.3202, 3.1484], [-1.8230, 6.5318, 3.7113], [-3.4740, 7.6113, 2.2116], [-4.1635, 6.4561, 0.1344], [-3.8216, 4.7283, -1.4683], [-3.5080, 3.2971, -3.0832], [-4.3306, 1.8636, -2.4263], [-1.3161, 2.1319, -2.8084], [-2.3732, 1.1032, -3.7934], [-2.5008, -0.9102, -3.2170], [-2.4573, -3.2881, -2.8204], [-2.7019, -5.2167, -1.3037], [-3.0799, -4.8406, 1.1200], [-3.2584, -2.5322, 2.0103], [4.1848, -4.1833, 2.2079], [4.7369, -2.9402, 1.9424], [3.9445, -1.9202, 1.4333], [2.5957, -2.1506, 1.1793], [2.0398, -3.3982, 1.4694], [2.8332, -4.4111, 1.9774], [1.4969, -0.8477, 0.6109], [2.4551, 0.5041, -0.0630], [2.0995, 1.8157, 0.2445], [2.7745, 2.8653, -0.3610], [3.7959, 2.6083, -1.2635], [4.1536, 1.3007, -1.5668], [3.4839, 0.2459, -0.9719], [0.4864, -0.3292, 1.9925], [0.9513, -0.6763, 3.2700], [0.2383, -0.3045, 4.3928], [-0.9400, 0.4140, 4.2382], [-1.3676, 0.7629, 2.9684], [-0.6827, 0.4204, 1.7934], [4.8048, -4.9760, 2.6052], [5.7853, -2.7578, 2.1359], [4.3788, -0.9477, 1.2459], [0.9812, -3.5781, 1.3159], [2.3981, -5.3761, 2.2005], [1.2960, 2.0153, 0.9424], [2.5005, 3.8847, -0.1241], [4.3207, 3.4306, -1.7319], [4.9516, 1.1033, -2.2700], [3.7553, -0.7728, -1.2216], [1.8650, -1.2431, 3.3918], [0.5942, -0.5784, 5.3769], [-1.5196, 0.7028, 5.1063], [-2.2937, 1.3405, 2.9034], [0.8783, 0.4044, -3.1051], [1.4579, -1.2351, -3.0285], [2.1658, -1.7160, -4.1194], [2.6288, -3.0211, -4.1150], [2.3677, -3.8411, -3.0269], [1.6601, -3.3448, -1.9455], [1.2014, -2.0278, -1.9116], [0.4499, -1.5222, -0.7107], [2.3432, -1.0645, -4.9637], [3.1812, -3.3972, -4.9656], [2.7086, -4.8675, -3.0219], [1.4496, -3.9935, -1.1052], [-0.1568, -2.3144, -0.2663], [-0.2179, -0.6956, -0.9629]],
  "forces_ev_per_a": [[0.058, 0.201, 0.044], [0.008, 0.062, 0.048], [-0.011, 0.074, -0.059], [0.031, -0.048, -0.005], [-0.041, 0.030, -0.020], [0.034, -0.017, 0.030], [0.001, -0.012, -0.011], [-0.008, -0.069, -0.070], [0.028, 0.034, 0.060], [-0.045, -0.017, -0.048], [0.028, 0.065, 0.001], [-0.047, -0.108, 0.017], [0.006, -0.130, -0.084], [0.001, 0.090, -0.015], [-0.026, 0.026, -0.032], [-0.009, 0.012, 0.010], [0.000, 0.012, 0.028], [0.013, -0.023, -0.021], [0.002, 0.000, -0.009], [0.052, -0.118, -0.151], [-0.165, -0.029, 0.221], [-0.003, 0.004, 0.002], [-0.002, 0.004, -0.003], [0.001, 0.000, -0.001], [-0.002, 0.009, 0.009], [0.002, 0.006, 0.007], [-0.013, 0.000, 0.006], [-0.001, -0.009, 0.002], [0.010, -0.003, 0.006], [0.006, 0.002, 0.007], [-0.005, 0.020, 0.012], [0.000, 0.001, 0.001], [-0.001, 0.003, 0.000], [-0.002, 0.002, -0.002], [0.000, -0.003, 0.001], [-0.005, -0.004, 0.002], [-0.001, 0.005, 0.003], [-0.010, -0.003, -0.017], [0.023, -0.001, 0.007], [-0.029, -0.005, -0.007], [0.013, -0.004, 0.007], [0.007, -0.018, -0.027], [-0.001, 0.008, -0.005], [0.009, -0.010, 0.004], [-0.002, 0.008, 0.004], [0.001, 0.009, -0.001], [0.001, -0.013, 0.002], [0.006, 0.002, 0.012], [-0.022, 0.046, 0.023], [-0.014, 0.007, 0.031], [0.009, -0.009, -0.009], [-0.008, 0.006, -0.013], [-0.011, 0.002, 0.016], [0.037, -0.115, 0.001], [-0.001, 0.002, -0.003], [-0.002, -0.001, -0.001], [0.002, 0.016, -0.019], [0.008, 0.008, 0.000], [0.001, 0.002, -0.001], [0.002, 0.000, -0.005], [0.002, -0.001, 0.000], [-0.002, 0.000, 0.001], [-0.001, 0.000, 0.000], [0.010, -0.004, 0.013], [0.000, 0.002, -0.010], [0.001, 0.005, -0.001], [0.004, -0.002, 0.000], [0.000, -0.013, 0.009], [0.039, 0.000, -0.006], [-0.005, 0.010, -0.026], [0.002, -0.006, -0.004], [-0.003, 0.008, 0.002], [-0.001, 0.001, -0.001], [0.012, -0.010, 0.011], [-0.006, -0.012, 0.005], [0.020, -0.005, -0.005], [0.001, -0.003, 0.000], [-0.003, 0.002, 0.001], [0.000, 0.003, 0.000], [-0.001, 0.005, 0.007], [0.003, 0.005, 0.010], [0.016, 0.008, 0.008]],
  "lowdin_charge": [1.6400, -0.2797, -0.3213, 0.0002, -0.0549, -0.0750, -0.0300, -0.1478, -0.0588, -0.0867, -0.1806, -0.2260, -0.1907, -0.1045, -0.1817, -0.0376, -0.0817, -0.0688, -0.0029, -0.3248, -0.2444, 0.1203, 0.1123, 0.1075, 0.1180, 0.1398, 0.1233, 0.1300, 0.0876, 0.1203, 0.1329, 0.1194, 0.1055, 0.1082, 0.1237, -0.0554, -0.0542, -0.0649, -0.3146, -0.0924, -0.0563, 1.1213, -0.3096, -0.0630, -0.0572, -0.0588, -0.0642, -0.1134, -0.3262, -0.0734, -0.0678, -0.0590, -0.1495, -0.2551, 0.1132, 0.1135, 0.1087, 0.1132, 0.1135, 0.0919, 0.1123, 0.1123, 0.1141, 0.1158, 0.1022, 0.1099, 0.1115, 0.0889, 0.7825, -0.5827, -0.0962, -0.0655, -0.0605, -0.0329, -0.2763, -0.2247, 0.1081, 0.1122, 0.1110, 0.1077, 0.0969, 0.0222],
  "total_charge": 1,
  "energy_ev": -73503.412,
  "orbital_gap_ha": [0.2132, 0.2084],
  "e_above_lowest_ev": 0.9085
}